(a)
# C5H8FNO

One molecule with the formula C5H8FNO (ωB97M-V with the def2-TZVPD basis set, the Open Molecules 2025 dataset).

The structure (SMILES) is FC[C@@H]1OC[C@@H]2N[C@H]21. The value obtained for the LUMO energy is 1.0 eV. The value obtained for the highest occupied orbital energy is -8.82 eV. As for the HOMO-LUMO gap: 0.35921 Ha.

CARTESIAN COORDINATES (ANGSTROEM)
C: 1.6167 1.2347 0.1523
C: 0.2167 0.8105 0.3718
C: -0.3107 -1.5413 0.6157
C: -1.3776 -0.7792 -0.1845
C: -0.3425 0.1387 -0.8878
H: 2.0939 1.5682 1.0533
H: 1.7273 2.0772 -0.5681
H: -0.4710 1.5501 0.8893
H: 0.4511 -2.1972 0.1025
H: -0.7387 -2.1305 1.4427
H: -2.0183 -0.2317 0.4880
H: -2.3611 0.3459 -1.4756
H: 0.5053 -0.4221 -1.3970
N: -1.5337 -0.2216 -1.5743
O: 0.2884 -0.3455 1.2984
F: 2.2543 0.1438 -0.3267

***

(b)
# C5H8FNO

One molecule with the formula C5H8FNO (ωB97M-V with the def2-TZVPD basis set, the Open Molecules 2025 dataset).

The structure (SMILES) is O[C@H]1[C@H]2CNC[C@]21F. The value obtained for the LUMO energy is 0.5 eV. The value obtained for the highest occupied orbital energy is -9.56 eV. As for the HOMO-LUMO gap: 0.37112 Ha.

CARTESIAN COORDINATES (ANGSTROEM)
C: 0.7033 1.0082 0.0950
C: -0.0685 0.3244 1.0906
C: -1.4175 -0.1555 0.8877
C: -0.3367 -1.2789 -0.8240
C: 0.6941 -0.4187 -0.1084
H: 0.4115 2.0860 -1.5641
H: 1.7240 1.4055 0.4383
H: 0.3592 0.0526 2.1482
H: -2.1835 0.6128 1.1013
H: -1.5653 -0.9075 1.5155
H: -1.4490 0.3488 -0.8890
H: -0.6297 -2.2547 -0.3330
H: -0.2950 -1.4986 -1.9020
N: -1.6716 -0.5800 -0.5078
O: -0.0375 1.9825 -0.6054
F: 2.0201 -0.9469 0.1152

***

Relative energies in kJ/mol: (a) 155.9; (b) 0.0